(1)
# C3H5N2S

A structure of composition C3H5N2S at a distorted geometry (ωB97M-V/def2-TZVPD, OMol25).

- HOMO-LUMO gap: 6.524 eV
- Energy relative to the best compared isomer or geometry (same formula, charge and spin): 131.3 kJ/mol
- Max |F|: 0.1022 hartree/bohr
- Net charge: -1
- LUMO energy: 4.1447 eV

XYZ file:
```
11
C3H5N2S, DFT ωB97M-V/def2-TZVPD
S -2.78265 0.05904 0.02087
C 0.53378 1.43692 -0.09195
H 0.95187 1.40377 -1.13915
H -0.80225 -2.66759 -0.23862
H 1.44395 1.63542 0.41053
H 1.68909 -1.19211 0.66912
H -0.23540 2.17424 0.07428
C 0.66866 -1.04321 0.40332
N -0.04428 0.20099 0.42917
N -0.96768 -0.37808 -0.41662
C -0.45508 -1.62938 -0.12094
```

***

(2)
# C3H5N2S2

The ion C3H5N2S2 with charge +1 at a distorted geometry (ωB97M-V/def2-TZVPD, OMol25).

- HOMO-LUMO gap: 8.112 eV
- Energy relative to the best compared isomer or geometry (same formula, charge and spin): 294.4 kJ/mol
- Max |F|: 0.1325 hartree/bohr
- Net charge: +1
- SMILES string: [NH+]#C/C=C\SSN
- LUMO energy: -5.3161 eV

XYZ file:
```
12
C3H5N2S2, DFT ωB97M-V/def2-TZVPD
C 0.82257 1.38235 -0.40817
S -1.91311 1.10453 0.11381
H 1.53038 2.02586 -0.65926
C -0.36233 1.87479 -0.08823
N 1.96069 -0.81770 -0.04163
H -0.61559 -2.37540 0.67944
C 1.23637 0.07557 -0.43675
H -0.36606 2.89285 -0.03637
S -1.10960 -0.70925 -0.72085
N -1.34760 -1.57143 0.68999
H 2.30923 -1.76194 0.07437
H -2.14495 -2.12023 0.83367
```

***

(3)
# C3H5N3

A cluster of 2 separate species, C3H5N3 in total at a distorted geometry (ωB97M-V/def2-TZVPD, OMol25).

- HOMO-LUMO gap: 9.521 eV
- Energy relative to the best compared isomer or geometry (same formula, charge and spin): 461.0 kJ/mol
- Max |F|: 0.0761 hartree/bohr
- Net charge: 0
- LUMO energy: -0.3869 eV

XYZ file:
```
11
C3H5N3, DFT ωB97M-V/def2-TZVPD
H -1.75240 -1.17294 -0.00207
H -0.54854 0.22627 -1.53785
C 0.86798 -0.96683 -0.11792
H 0.14213 1.99738 0.81587
H 0.56934 -1.96170 -0.43091
N -0.00091 -0.15382 0.56365
C 0.63093 1.07457 0.51730
N 1.92775 -0.33319 -0.49151
C -1.31160 -0.16587 0.03344
N 1.77961 0.99362 -0.06418
H -1.96388 0.41759 0.74155
```

***

(4)
# C3H5N3

A cluster of 2 separate species, C3H5N3 in total (ωB97M-V/def2-TZVPD, OMol25).

- HOMO-LUMO gap: 8.709 eV
- Energy relative to the best compared isomer or geometry (same formula, charge and spin): 485.0 kJ/mol
- Max |F|: 0.0185 hartree/bohr
- Net charge: 0
- LUMO energy: -0.3537 eV

XYZ file:
```
11
C3H5N3, DFT ωB97M-V/def2-TZVPD
H -0.66624 1.42457 1.72437
H 0.30109 2.27771 0.49612
N 0.10589 -2.29906 -1.41297
N -1.28595 -0.72477 -1.58496
C 0.90699 -2.07875 -0.60497
N 0.11621 0.17115 0.19392
H 1.69425 -1.97699 0.11160
C -0.78027 -0.00272 -0.67849
H -1.68880 0.64603 -0.98325
H 1.08851 1.22666 1.67462
C 0.19701 1.33539 1.05151
```

***

(5)
# C3H5N3

An isolated molecule of C3H5N3 at a distorted geometry (ωB97M-V/def2-TZVPD, OMol25).

- HOMO-LUMO gap (alpha / beta): 7.247 / 8.721 eV
- Energy relative to the best compared isomer or geometry (same formula, charge and spin): 497.4 kJ/mol
- Max |F|: 0.0219 hartree/bohr
- Net charge: 0
- LUMO energy (alpha / beta): -1.7046 / -1.0330 eV

XYZ file:
```
11
C3H5N3, DFT ωB97M-V/def2-TZVPD
C 0.11594 1.35233 -1.22074
H 0.23867 2.16768 -1.93461
H 0.99233 0.16437 1.49328
C -0.12289 -0.98243 0.06741
N 0.01076 -2.20743 0.52659
N -0.65570 -0.96027 -1.12396
H -0.24101 0.36198 -1.70168
C 0.12241 0.31045 0.84511
H -0.06765 -2.18708 1.54880
N 0.33902 1.45732 0.00181
H -0.73188 0.52307 1.49799
```

***

(6)
# C3H5N3

An isolated molecule of C3H5N3 at a distorted geometry (ωB97M-V/def2-TZVPD, OMol25).

- HOMO-LUMO gap: 10.150 eV
- Energy relative to the best compared isomer or geometry (same formula, charge and spin): 292.2 kJ/mol
- Max |F|: 0.1537 hartree/bohr
- Net charge: 0
- SMILES string: Cc1c[nH]nn1
- LUMO energy: 0.7088 eV

XYZ file:
```
11
C3H5N3, DFT ωB97M-V/def2-TZVPD
H -0.90897 0.30433 2.63232
C -0.43607 0.87462 1.80140
N -0.27127 -0.11199 -1.61269
C 0.83480 -0.69013 0.33938
C -0.18033 0.24086 0.63568
H 1.50426 -1.23683 0.92402
H 0.40410 1.39154 2.09353
H 1.51149 -1.29585 -1.74633
N -0.70010 0.57924 -0.57438
N 0.57967 -0.97471 -1.00078
H -1.07932 1.83693 1.75275
```

***

(7)
# C3H5N3

An isolated molecule of C3H5N3 (ωB97M-V/def2-TZVPD, OMol25).

- HOMO-LUMO gap (alpha / beta): 8.736 / 8.737 eV
- Energy relative to the best compared isomer or geometry (same formula, charge and spin): 435.7 kJ/mol
- Max |F|: 0.0118 hartree/bohr
- Net charge: 0
- LUMO energy (alpha / beta): 0.0498 / 0.0502 eV

XYZ file:
```
11
C3H5N3, DFT ωB97M-V/def2-TZVPD
C 1.09183 1.74880 -0.08022
H 0.04009 1.56998 0.35466
C 1.80520 -0.42754 -0.11709
N 0.55833 -0.82428 -0.16881
H -2.40404 0.40782 -0.09113
H 2.63426 -1.11726 -0.11973
H -1.75824 -0.77516 1.08045
N 1.99258 0.92824 -0.00825
H -1.95280 -1.22647 -0.62930
N -0.35200 0.07579 -0.26583
C -1.69264 -0.40839 0.04983
```

***

(8)
# C3H5N3

An isolated molecule of C3H5N3 at a distorted geometry (ωB97M-V/def2-TZVPD, OMol25).

- HOMO-LUMO gap: 10.943 eV
- Energy relative to the best compared isomer or geometry (same formula, charge and spin): 88.7 kJ/mol
- Max |F|: 0.0843 hartree/bohr
- Net charge: 0
- SMILES string: Cc1nc[nH]n1
- LUMO energy: 0.9953 eV

XYZ file:
```
11
C3H5N3, DFT ωB97M-V/def2-TZVPD
H -1.86132 1.04629 0.24094
H 2.65246 -0.74075 -1.05648
H 2.86950 0.80898 1.08739
H -2.12313 -0.70752 0.51035
N 0.63865 0.55879 1.05669
N 1.91576 -0.25565 -0.61210
H -1.72279 -0.34083 -1.08676
C 1.95039 0.30915 0.64597
C -1.54540 -0.03082 -0.02845
C -0.03119 -0.00807 0.04121
N 0.61712 -0.47570 -0.95651
```